ORCA calculation (ωB97M-V with the def2-TZVPD basis set) on a molecular structure, C30H33BF6O2 at a distorted geometry.

Values from the calculation:
Energy relative to the best compared isomer or geometry (same formula, charge and spin) (kcal per mole): 1.5
DFT total energy (eV): -52721.3241
HOMO-LUMO gap (hartree): 0.2281
Highest occupied orbital energy (Eh): -0.25327
F_max (eV/A): 5.05

Each line ends with the Mulliken charge.
Atoms and positions in Å:
F -1.520 -8.364 -1.902  -0.27
F 4.998 0.134 3.215  -0.25
F -2.838 -6.613 -1.574  -0.28
F 4.376 2.244 2.883  -0.25
F 4.886 0.943 1.155  -0.28
F -0.873 -6.347 -2.546  -0.26
O -2.197 0.038 3.331  -0.70
O -2.084 0.199 0.974  -0.91
C -1.021 -4.003 2.304  0.55
C -4.603 -0.093 2.933  -1.96
C 0.784 0.155 3.503  -0.46
C -1.658 -6.531 0.897  -0.66
C -3.361 0.809 2.903  1.62
C 0.518 -6.849 -0.155  -1.17
C 2.204 0.314 1.091  -0.60
C -1.951 2.477 1.426  -1.41
C -0.888 -6.804 -0.221  0.31
C 0.444 -6.007 2.106  0.59
C -4.074 1.419 0.435  -1.80
C 4.976 -6.344 4.120  -0.40
C -3.449 1.904 3.953  -1.71
C -2.946 1.281 1.414  1.16
C 2.421 -5.488 3.496  0.82
C 3.460 -5.283 2.558  -0.38
C 0.096 0.065 2.263  0.16
C -1.539 -7.034 -1.561  0.80
C 2.828 0.558 2.331  0.43
C 0.856 0.011 1.089  -0.76
C 1.155 -6.479 1.000  -0.86
C 2.121 0.461 3.515  -0.79
C 1.046 -5.432 3.198  -0.79
C 4.285 0.964 2.381  0.68
C 3.983 -6.352 5.123  -0.58
C -0.582 -3.297 3.598  -1.26
C 4.726 -5.788 2.832  -0.77
C -0.536 -3.456 0.955  -0.65
C 2.726 -5.857 4.839  -0.57
C -1.036 -5.968 2.046  -0.06
B -1.434 -0.028 2.186  1.64
H -0.802 -3.799 4.529  0.42
H 0.377 -0.253 0.127  0.45
H 3.244 -4.832 1.578  0.67
H -4.546 -0.898 2.187  0.34
H -2.409 3.445 1.649  0.36
H -4.197 2.669 3.711  0.32
H -3.715 1.452 4.922  0.43
H -1.071 -2.295 3.731  -0.16
H 5.954 -6.758 4.334  0.38
H -2.459 2.375 4.056  0.36
H -4.750 -0.539 3.929  0.44
H 2.789 0.389 0.178  0.49
H 2.245 -6.582 1.096  0.72
H 1.904 -5.917 5.560  0.35
H -1.625 -5.956 2.974  0.46
H -4.713 2.270 0.688  0.33
H -3.681 1.589 -0.566  0.45
H 5.501 -5.796 2.062  0.39
H -2.100 -3.596 2.265  0.42
H 0.502 -3.106 3.530  0.43
H -1.141 2.320 2.165  0.17
H 0.450 -5.114 4.025  0.36
H 4.187 -6.792 6.116  0.34
H 0.253 -0.007 4.451  0.45
H 0.507 -3.128 0.991  0.17
H 2.658 0.653 4.470  0.32
H -4.705 0.526 0.404  0.39
H -5.516 0.482 2.725  0.39
H -0.596 -4.068 0.073  0.19
H -1.466 2.483 0.436  0.41
H 1.099 -7.196 -1.007  0.44
H -2.749 -6.548 0.848  0.43
H -1.166 -2.562 0.733  -0.04

ORCA calculation (ωB97M-V with the def2-TZVPD basis set) on a molecular structure, C26H21Cl2NOPPd at a distorted geometry.

Values from the calculation:
Energy relative to the best compared isomer or geometry (same formula, charge and spin) (kcal per mole): 11.4
DFT total energy (eV): -68651.9530
Charge: -1
HOMO-LUMO gap (alpha / beta) (hartree): 0.1767 / 0.1765
Highest occupied orbital energy (alpha / beta) (Eh): -0.09052 / -0.09041
F_max (eV/A): 5.43

Each line ends with the natural charge from an NBO analysis.
Atoms and positions in Å:
Pd -1.814 1.058 -0.162  0.47
Cl -4.026 5.957 -0.347  -0.05
Cl -2.995 3.205 -0.779  -0.03
P 0.566 1.145 -0.501  0.79
O -2.460 1.567 2.389  -0.56
N -3.014 -0.588 -0.404  -0.73
C -0.375 -0.963 -2.039  -0.23
C -2.838 -1.719 0.208  0.11
C 2.596 1.601 3.042  -0.19
C 3.044 0.205 -1.535  -0.23
C 3.862 2.710 -2.387  -0.21
C -3.138 -4.147 0.299  -0.22
C 4.683 1.611 -2.583  -0.22
C 0.374 -2.988 -0.309  -0.20
C 2.327 1.418 1.699  -0.22
C -1.850 -3.065 2.003  -0.20
C 1.537 1.605 3.967  -0.23
C -0.324 -3.288 -1.464  -0.20
C -1.419 1.416 1.763  0.38
C 1.028 1.260 1.234  -0.29
C -2.079 -1.848 1.420  -0.32
C 0.689 -1.674 -0.001  -0.27
C -3.796 4.650 -1.519  -0.39
C -0.684 -2.274 -2.339  -0.21
C 0.310 -0.650 -0.861  -0.23
C 2.215 1.305 -1.328  -0.23
C -0.071 1.348 2.165  -0.18
C 0.244 1.489 3.547  -0.15
C -3.383 -2.941 -0.306  -0.28
C -2.368 -4.235 1.454  -0.38
C 4.273 0.361 -2.147  -0.22
C 2.635 2.557 -1.764  -0.24
H 3.147 1.406 0.995  0.22
H -1.261 -3.111 2.910  0.19
H -2.180 -5.191 1.924  0.19
H -3.540 -5.056 -0.135  0.19
H 4.185 3.689 -2.712  0.20
H -3.992 -2.889 -1.198  0.19
H 1.756 1.714 5.022  0.21
H 5.638 1.726 -3.076  0.20
H 4.921 -0.496 -2.272  0.21
H 0.668 -3.781 0.364  0.21
H 3.612 1.728 3.387  0.21
H -1.673 -0.941 1.853  0.19
H -0.651 -0.163 -2.721  0.21
H -3.163 5.034 -2.317  0.21
H 1.998 3.417 -1.596  0.22
H 1.216 -1.433 0.914  0.21
H -0.593 -4.312 -1.683  0.21
H -1.212 -2.510 -3.253  0.21
H 2.731 -0.772 -1.194  0.23
H -0.576 1.495 4.254  0.23
H -4.780 4.354 -1.879  0.22

ORCA calculation (ωB97M-V with the def2-TZVPD basis set) on a molecular structure, C15H54O12 at a distorted geometry.

Values from the calculation:
Energy relative to the best compared isomer or geometry (same formula, charge and spin) (kcal per mole): 546.2
DFT total energy (eV): -40977.6739
HOMO-LUMO gap (hartree): 0.3083
Highest occupied orbital energy (Eh): -0.30853
F_max (eV/A): 8.94

Each line ends with the Mulliken charge.
Atoms and positions in Å:
O -0.792 0.243 -0.932  0.64
O 2.714 0.244 -2.647  -0.59
O 2.106 1.778 -0.846  -0.80
O -1.820 -2.292 -3.028  -0.77
O -2.621 -2.117 -0.822  -0.69
O -0.807 -2.592 2.933  -0.55
O -3.040 -0.233 0.001  -0.52
O 4.657 -3.167 0.697  -0.56
O -1.002 0.186 2.763  -0.64
O 2.479 0.006 3.472  -0.59
O -0.957 2.395 -1.779  -0.64
O 1.665 3.412 0.237  -0.82
C -3.039 1.127 1.994  -1.85
C -2.150 2.928 -1.245  -0.78
C 1.424 -0.124 -2.883  -0.45
C 2.993 1.257 0.100  -0.27
C -0.777 -1.358 -2.852  -0.18
C -1.595 0.979 1.731  0.62
C 0.775 1.202 -3.054  0.19
C 1.541 0.535 2.508  -1.65
C 0.205 3.462 0.070  -1.05
C 0.399 0.247 -0.059  0.16
C 2.497 -1.982 0.313  1.03
C 0.235 -1.676 2.618  -0.22
C -4.278 -0.826 0.127  -1.37
C 3.978 -2.424 -0.218  -0.84
C -1.693 -2.562 0.235  -0.28
H 4.031 1.539 -0.078  0.46
H -1.906 3.680 -0.494  0.32
H 1.571 0.056 1.529  -0.44
H -2.407 -2.340 -2.269  0.35
H 2.224 -1.004 -0.084  -1.15
H 3.760 -3.045 -1.087  0.35
H 1.662 -2.650 0.100  0.38
H -4.525 -1.466 -0.720  0.29
H -0.250 -1.513 -1.911  0.18
H -3.528 1.828 1.318  0.38
H -1.479 -3.624 0.121  0.65
H -2.954 2.204 -1.113  0.08
H -5.007 -0.016 0.120  0.29
H -2.518 3.613 -2.009  0.39
H 0.498 0.422 2.805  1.17
H 1.226 -2.064 2.386  0.51
H -2.070 -2.481 1.255  0.24
H -0.134 -1.464 -3.726  0.17
H -2.571 -0.944 -0.442  0.07
H 0.304 -0.612 0.605  -1.00
H 1.978 1.213 -1.612  0.61
H -3.571 0.177 2.048  0.29
H -0.192 -1.130 1.777  -0.14
H 4.530 -1.636 -0.731  0.33
H 3.083 0.179 -0.032  0.19
H 1.345 0.291 -0.599  -0.98
H 0.336 -0.827 3.295  0.69
H -0.740 -2.034 0.253  -0.57
H -3.214 1.537 2.989  0.40
H -4.278 -1.290 1.114  0.43
H 1.159 1.905 -3.793  0.40
H 1.497 -0.741 -3.778  0.09
H -1.084 -0.324 -2.693  0.27
H 3.120 0.687 -3.395  0.38
H 2.046 2.761 -0.356  0.79
H 2.556 0.532 4.272  0.36
H 0.283 1.131 0.568  0.16
H -0.364 3.989 0.836  0.55
H 2.634 1.536 1.091  0.15
H -0.071 3.943 -0.868  0.48
H -0.732 -2.895 3.841  0.34
H 4.915 -2.588 1.418  0.35
H 0.718 1.750 -2.114  -0.02
H -1.606 0.087 -0.449  0.47
H 0.942 -0.692 -2.086  -0.33
H -3.278 -2.748 -1.123  0.56
H -1.423 -0.673 2.678  0.51
H -0.258 1.024 -3.353  0.37
H -0.816 1.487 -1.503  -0.17
H -0.114 2.424 0.169  0.91
H -1.396 0.645 0.713  0.39
H 2.391 -2.026 1.397  0.18
H 1.653 1.616 2.426  0.71
H -1.066 1.923 1.863  0.59